{
  "formula": "C23H39N7O6P3S2Sr",
  "method": "wB97M-V/def2-TZVPD",
  "multiplicity": 1,
  "charge": -1,
  "orbital_gap_ev": 4.04,
  "lumo_ha": 0.0765,
  "symbols": ["Sr", "C", "P", "C", "C", "C", "P", "C", "C", "H", "H", "H", "H", "H", "H", "H", "H", "H", "H", "H", "H", "H", "H", "H", "H", "O", "N", "C", "C", "C", "C", "C", "S", "H", "H", "H", "H", "N", "C", "C", "C", "C", "C", "C", "S", "O", "O", "N", "C", "N", "C", "C", "C", "N", "H", "H", "H", "H", "H", "H", "H", "H", "H", "N", "C", "P", "O", "O", "C", "N", "H", "H", "H", "H", "H", "H", "H", "H", "H", "H", "O"],
  "coordinates": [[0.71858, 0.63840, -0.37813], [-2.44372, -0.78700, -3.12733], [-1.79702, 0.62760, -2.15453], [-3.37612, 1.38320, -1.61043], [-1.32292, 1.76340, -3.52733], [-0.85562, 3.14490, -3.07363], [0.72938, 3.10970, -2.12313], [1.29338, 4.83730, -2.39733], [0.12358, 3.28270, -0.39763], [-3.19002, -0.46730, -3.86083], [-2.91082, -1.52200, -2.46523], [-1.63032, -1.28440, -3.66353], [-4.04452, 1.58110, -2.45353], [-3.19212, 2.32840, -1.09153], [-3.89502, 0.71710, -0.91463], [-2.18072, 1.88830, -4.19853], [-0.53462, 1.27880, -4.11693], [-1.63532, 3.66580, -2.50683], [-0.68332, 3.74100, -3.97803], [0.50728, 5.56120, -2.16283], [1.58778, 4.97890, -3.44143], [2.16158, 5.05820, -1.76953], [-0.60472, 4.09380, -0.30363], [0.96128, 3.50390, 0.27097], [-0.34342, 2.36120, -0.04273], [-0.72332, 2.11580, 1.09927], [-0.15322, 1.95160, 2.35067], [-1.06262, 1.69910, 3.34537], [-0.65112, 1.51890, 4.60717], [0.75518, 1.59140, 4.91827], [1.66078, 1.83740, 3.95957], [1.23328, 2.04560, 2.52627], [2.39908, 2.35440, 1.33787], [-2.11042, 1.65310, 3.06697], [-1.36102, 1.31920, 5.39857], [1.06008, 1.44190, 5.94617], [2.71828, 1.89430, 4.17967], [-2.84092, -7.10440, 3.12327], [-2.74902, -5.72310, 2.87667], [-1.59622, -5.01870, 3.24477], [-1.44562, -3.67110, 2.90697], [-2.43392, -3.04250, 2.14907], [-3.56122, -3.74400, 1.72337], [-3.70172, -5.09030, 2.06957], [-2.21192, -1.29740, 1.69597], [-2.26182, -0.67950, 3.02447], [-3.38732, -0.99880, 0.87487], [-0.79922, -1.11620, 0.97177], [-0.50532, -1.88420, -0.46703], [-1.30002, -2.95460, -0.52053], [-1.21092, -3.77470, -1.59443], [-0.36252, -3.65060, -2.68763], [0.50478, -2.58780, -2.72143], [0.55068, -1.69020, -1.74253], [-2.32722, -7.38170, 3.95287], [-3.80202, -7.42890, 3.13537], [-0.80352, -5.50970, 3.79987], [-0.56252, -3.11760, 3.21007], [-4.30592, -3.25150, 1.10567], [-4.56392, -5.63600, 1.70077], [-1.90242, -4.61350, -1.54563], [-0.38782, -4.37700, -3.48793], [1.19318, -2.43210, -3.54163], [4.56218, -1.37060, -0.08023], [4.23308, 0.03610, 0.33647], [4.00578, 1.13410, -1.10703], [5.33488, 1.20700, -1.81343], [2.79128, 0.63840, -1.84813], [3.62158, 2.82410, -0.52623], [3.43298, 3.77770, -1.67333], [4.70658, -2.04020, 0.67757], [5.39488, -1.31920, -0.69043], [3.80708, -1.68540, -0.71173], [5.06178, 0.38350, 0.95877], [3.31708, -0.01590, 0.93047], [4.43998, 3.21850, 0.08147], [2.69218, 2.83310, 0.04897], [4.28778, 3.72840, -2.25233], [3.21848, 4.74430, -1.42183], [2.69558, 3.38210, -2.27973], [1.96358, -0.60660, 0.86687]],
  "mulliken_charge": [-0.412, -1.419, 1.776, -1.590, -1.297, -1.155, 1.198, -1.494, 0.241, 0.510, 0.307, 0.304, 0.445, 0.338, 0.316, 0.573, 0.359, 0.418, 0.520, 0.416, 0.377, 0.205, 0.649, 0.506, -1.768, -0.268, 0.554, -0.232, -0.686, -0.370, -1.059, 1.075, -0.139, 0.427, 0.407, 0.334, 0.415, -0.643, 1.136, -0.733, -0.587, -0.566, -0.389, -0.704, 1.478, -0.722, -0.847, 0.113, -0.193, -0.095, -0.367, -0.693, -0.252, 0.178, 0.251, 0.247, 0.238, 0.490, 0.468, 0.234, 0.370, 0.361, 0.439, -0.197, -0.622, 1.020, -0.900, -0.573, -0.839, -0.007, 0.382, 0.411, 0.186, 0.273, 0.110, 0.572, -0.447, 0.398, 0.449, -0.005, -1.205]
}

{
  "formula": "C14H51N11O12",
  "method": "wB97M-V/def2-TZVPD",
  "multiplicity": 1,
  "charge": 0,
  "smiles": "CC1(C)CCCC(C)(C)N1O.NC(N)=O.NC(N)=O.NC(N)=O.NC(N)=O.NC(N)=O.O.O.O.O.O.O",
  "orbital_gap_ev": 7.96,
  "lumo_ha": -0.0133,
  "symbols": ["C", "O", "N", "N", "H", "H", "H", "H", "C", "O", "N", "N", "H", "H", "H", "H", "C", "O", "N", "N", "H", "H", "H", "H", "C", "O", "N", "N", "H", "H", "H", "H", "C", "O", "N", "N", "H", "H", "H", "H", "C", "C", "C", "C", "C", "C", "N", "O", "C", "C", "C", "H", "H", "H", "H", "H", "H", "H", "H", "H", "H", "H", "H", "H", "H", "H", "H", "H", "H", "H", "O", "H", "H", "O", "H", "H", "O", "H", "H", "O", "H", "H", "O", "H", "H", "O", "H", "H"],
  "coordinates": [[4.44431, 1.57337, 0.78036], [4.74371, 2.45874, 1.58512], [3.42678, 1.75696, -0.09367], [5.03037, 0.34190, 0.75358], [3.25240, 1.10393, -0.84255], [3.05491, 2.67598, 0.09151], [4.80314, -0.32170, 0.02707], [5.92051, 0.29884, 1.21648], [0.39951, -1.91046, 0.63110], [1.37721, -2.41324, 0.03940], [0.24317, -0.59951, 0.83763], [-0.61066, -2.72726, 1.02317], [1.05920, -0.02855, 0.68380], [-0.66277, -0.28513, 1.17824], [-0.36892, -3.70149, 1.13794], [-1.35042, -2.30744, 1.55240], [2.14996, -0.42782, 4.28372], [2.78784, -0.56689, 3.23747], [2.74274, -0.03884, 5.44594], [0.83077, -0.70030, 4.44351], [3.73483, 0.10711, 5.35423], [2.22513, 0.20028, 6.26477], [0.48742, -0.44647, 5.34741], [0.20818, -0.96591, 3.70789], [4.02926, -4.28130, -2.10450], [3.71427, -3.36225, -2.85474], [5.15105, -5.05011, -2.26550], [3.32262, -4.57210, -0.97565], [5.36457, -5.86224, -1.72516], [5.52795, -4.82603, -3.17403], [2.60121, -4.00855, -0.55709], [3.88556, -5.10679, -0.33445], [-3.02081, -3.28068, -2.44631], [-2.76466, -4.40257, -2.00683], [-3.97522, -3.09874, -3.39985], [-2.55418, -2.14442, -1.88739], [-4.36723, -3.95913, -3.73983], [-4.31090, -2.20221, -3.69005], [-2.71816, -1.29509, -2.39603], [-2.10223, -2.15970, -0.99156], [-0.97024, 5.43351, -1.74581], [-1.89242, 4.26250, -2.21745], [-1.04559, 2.96842, -2.45779], [-0.86823, 2.12636, -1.22552], [-2.22912, 1.80894, -0.65389], [-2.99863, 3.08963, -0.20904], [-3.01469, 4.03895, -1.34022], [-3.84649, 5.13852, -1.17813], [-4.40947, 2.60040, 0.02090], [-2.28893, 3.65594, 1.05418], [-2.29163, 4.61832, -3.67712], [-0.02392, 5.35660, -2.27900], [-0.74061, 5.38223, -0.67835], [-1.44540, 6.40440, -1.88401], [-1.56169, 2.39057, -3.22596], [-0.05119, 3.24184, -2.81143], [-0.26616, 2.67042, -0.49447], [-0.34209, 1.19696, -1.45961], [-2.04460, 1.25935, 0.27657], [-2.89064, 1.18103, -1.25275], [-4.89859, 2.48902, -0.94752], [-4.47859, 1.62020, 0.49615], [-5.00036, 3.31757, 0.59587], [-2.35028, 3.02432, 1.93987], [-1.21618, 3.78457, 0.89979], [-2.63908, 4.68296, 1.18304], [-2.87887, 3.87301, -4.21588], [-1.44605, 4.81670, -4.33855], [-2.86202, 5.55116, -3.67230], [-3.64607, 5.54544, -0.31892], [3.62269, -2.49759, 1.49140], [2.74161, -2.59779, 1.06026], [3.58153, -1.70177, 2.05629], [-2.67827, -5.74872, 2.10630], [-1.81091, -5.68455, 1.68526], [-2.49319, -5.68526, 3.04799], [0.11211, -5.62144, 1.13114], [1.00075, -5.99308, 1.12059], [-0.30781, -5.97713, 0.33489], [3.13100, -0.99061, -1.59180], [2.57753, -1.54823, -1.01566], [3.54248, -1.61677, -2.21844], [1.20770, 2.19657, 1.98150], [2.05185, 1.75168, 1.81691], [0.54497, 1.57723, 1.67197], [-2.27733, -0.45276, 2.30394], [-2.48781, 0.43267, 2.62763], [-3.13345, -0.83649, 2.06964]],
  "mulliken_charge": [0.570, -0.715, -0.320, -0.235, 0.143, 0.234, 0.196, 0.210, 0.074, -0.902, 1.478, -0.002, -0.392, -0.541, 0.184, 0.126, 0.597, -0.631, -0.464, -0.300, 0.248, 0.146, 0.148, 0.166, 0.655, -0.755, -0.434, -0.215, 0.185, 0.265, 0.047, 0.213, 0.600, -0.635, -0.404, -0.170, 0.224, 0.154, 0.085, 0.172, -1.633, 1.462, -1.573, -0.065, -0.338, 1.616, 0.327, -0.476, -1.952, -1.305, -1.853, 0.390, 0.325, 0.381, 0.379, 0.511, 0.026, 0.388, -0.467, 0.417, 0.457, 0.270, 0.398, 0.348, 0.260, 0.282, 0.423, 0.372, 0.415, 0.375, -0.711, 0.372, 0.481, -0.632, 0.350, 0.316, -0.744, 0.260, 0.343, -0.599, 0.384, 0.350, -0.670, 0.215, 0.258, -0.610, 0.214, 0.260]
}

So what do the calculations give for HOMO energy? Going down the list: -1.963; -8.317 eV.